A 9-piece molecular cluster, C22H57F2N8O14S2 overall at a distorted geometry, computed with ωB97M-V with the def2-TZVPD basis set.

The value obtained for the total energy is -3358.122860 a.u. Its spin multiplicity is 1. As for the net charge: +5.

The geometry in XYZ format:
```
105
Properties=species:S:1:pos:R:3:lowdin_charge:R:1
N 0.335 -0.009 0.210 -0.3033
S -0.516 1.150 -0.458 0.4662
O -1.942 1.012 -0.383 -0.2728
O 0.037 1.908 -1.547 -0.2494
F -0.328 2.154 0.799 -0.2145
S 0.442 -0.947 -1.185 0.5402
O 1.466 -0.547 -2.096 -0.2509
O -0.774 -1.559 -1.609 -0.2317
F 1.159 -2.115 -0.320 -0.1928
C 6.972 -3.760 2.764 0.0456
C 6.827 -4.063 1.320 -0.3934
O 7.701 -4.368 0.582 0.2072
N 5.574 -3.544 0.639 0.0705
H 4.791 -3.171 1.238 0.0949
H 5.905 -2.770 0.062 0.1726
C 4.959 -4.539 -0.307 0.0213
H 6.687 -2.708 2.877 0.0974
H 7.996 -3.802 3.122 0.1153
H 6.290 -4.366 3.362 0.1072
H 4.091 -4.064 -0.759 0.0926
H 4.594 -5.386 0.271 0.1122
H 5.660 -4.913 -1.046 0.1086
C 0.161 1.697 -5.502 0.0377
C -0.090 0.285 -5.076 -0.3717
O -0.809 -0.038 -4.199 0.1808
N 0.673 -0.756 -5.925 0.1101
H 0.103 -1.373 -6.510 0.1960
H 1.196 -0.212 -6.618 0.1744
C 1.678 -1.596 -5.163 0.0316
H -0.332 2.436 -4.872 0.0908
H -0.358 1.867 -6.452 0.1210
H 1.214 1.975 -5.540 0.1110
H 1.765 -2.525 -5.730 0.1131
H 1.227 -1.927 -4.235 0.0809
H 2.678 -1.184 -5.101 0.1157
C -4.283 -2.348 -0.720 0.0208
C -5.187 -3.070 -1.686 -0.3922
O -5.657 -2.577 -2.644 0.2092
N -5.444 -4.554 -1.422 0.0989
H -4.873 -4.889 -0.647 0.1698
H -6.424 -4.641 -1.138 0.1923
C -5.218 -5.393 -2.712 0.0696
H -4.407 -2.786 0.270 0.0769
H -4.453 -1.275 -0.650 0.1026
H -3.241 -2.333 -1.053 0.0855
H -4.362 -4.986 -3.230 0.1073
H -6.179 -5.262 -3.208 0.1123
H -5.258 -6.447 -2.446 0.1137
C -4.406 2.825 1.054 0.0411
C -4.064 4.089 1.791 -0.3830
O -3.875 5.125 1.265 0.1834
N -3.937 3.976 3.315 0.0995
H -4.505 3.166 3.569 0.1819
H -2.977 3.815 3.631 0.1867
C -4.239 5.306 3.959 0.0329
H -4.151 2.984 0.012 0.0976
H -5.488 2.661 1.088 0.1227
H -3.966 1.963 1.555 0.0809
H -5.208 5.700 3.652 0.1204
H -3.511 5.986 3.525 0.1087
H -4.271 5.290 5.045 0.1221
C 3.817 0.102 3.556 0.0370
C 2.978 0.740 2.497 -0.3919
O 2.569 1.854 2.498 0.1683
N 3.016 0.063 1.134 0.0514
H 3.069 -0.972 1.247 0.0931
H 2.069 0.323 0.762 0.1035
C 4.234 0.453 0.343 0.0370
H 3.564 -0.960 3.627 0.0511
H 3.592 0.495 4.546 0.1153
H 4.884 0.213 3.357 0.1185
H 3.970 0.201 -0.686 0.0952
H 5.096 -0.073 0.734 0.1018
H 4.362 1.528 0.234 0.1141
C -1.492 4.717 -1.405 0.0262
C -0.707 5.522 -2.384 -0.4190
O -0.368 5.057 -3.421 0.1874
N -0.366 6.936 -2.051 0.1068
H -0.595 7.054 -1.061 0.1775
H 0.623 7.191 -2.136 0.2015
C -1.253 7.862 -2.892 0.0683
H -2.167 4.028 -1.903 0.1110
H -2.155 5.260 -0.727 0.0805
H -0.682 4.240 -0.845 0.0912
H -1.041 7.723 -3.948 0.1173
H -0.967 8.877 -2.625 0.1192
H -2.289 7.641 -2.652 0.1155
C -1.506 -3.320 3.516 0.0495
C -1.570 -2.211 2.509 -0.3914
O -2.414 -2.094 1.680 0.1600
N -0.560 -1.117 2.672 0.0725
H 0.348 -1.382 3.095 0.1197
H -0.230 -0.972 1.690 0.1039
C -1.139 0.133 3.292 0.0420
H -2.106 -4.195 3.278 0.1061
H -1.690 -3.035 4.552 0.1160
H -0.481 -3.704 3.439 0.0912
H -1.656 -0.199 4.191 0.1124
H -1.949 0.471 2.649 0.0802
H -0.329 0.842 3.417 0.1024
O 3.150 -4.111 3.168 0.1391
C 2.886 -2.819 2.903 -0.7202
O 3.665 -2.288 2.068 -0.0739
O 1.918 -2.266 3.503 -0.0229
H 2.450 -4.372 3.794 0.1392
```